No. 1
The following is a quantum chemistry calculation of a molecular structure, C32H41FIrN5O4PS4 in a non-equilibrium geometry, from OMol25.

Cartesian coordinates (Å):
Ir (0.14700, -0.02452, -0.16753)
O (3.99984, -0.28311, -5.25142)
C (3.75500, 0.11797, -4.14624)
S (2.22463, 0.89036, -3.69180)
C (2.55632, 1.06651, -1.99760)
C (3.78027, 0.55964, -1.51574)
S (4.32617, 0.50745, 0.06384)
S (4.83882, -0.10939, -2.75580)
S (1.36674, 1.80140, -1.01542)
C (6.32626, -3.16736, -2.26861)
C (5.90667, -3.86356, -0.98344)
C (7.01715, -3.76113, 0.04768)
C (6.59610, -4.37412, 1.37130)
C (5.36060, -3.67610, 1.87310)
C (5.11796, -3.51592, 3.21425)
C (3.97471, -2.84803, 3.64745)
F (3.78879, -2.71109, 4.97138)
C (3.06274, -2.33588, 2.78038)
C (3.28408, -2.49916, 1.40563)
C (2.32767, -1.95451, 0.45743)
O (1.40458, -1.20065, 0.91799)
C (2.51680, -2.27318, -0.88711)
C (3.68169, -2.89275, -1.25823)
N (4.64106, -3.28270, -0.42541)
C (4.43399, -3.15468, 0.94931)
C (1.61601, -1.90663, -2.01931)
O (1.88507, -2.32916, -3.13242)
O (0.60209, -1.13783, -1.77432)
H (7.30906, -3.54504, -2.55320)
H (6.39744, -2.08887, -2.11309)
H (5.65895, -3.35472, -3.10871)
H (5.70508, -4.91853, -1.17865)
H (7.28492, -2.70799, 0.18310)
H (7.89256, -4.26719, -0.35654)
H (7.39264, -4.29597, 2.11090)
H (6.39242, -5.44194, 1.23595)
H (5.81412, -3.90016, 3.95179)
H (2.18512, -1.80580, 3.12661)
H (3.83482, -3.03104, -2.31828)
N (-1.34826, 0.92527, 0.34071)
P (-2.72027, 1.65269, 0.11430)
N (-2.73723, 3.26955, 0.42827)
C (-2.50234, 4.28561, -0.61381)
C (-1.03171, 4.66732, -0.71157)
C (-0.50669, 5.12590, 0.64997)
C (-0.77987, 4.06722, 1.71917)
C (-2.26220, 3.70622, 1.75623)
N (-3.19857, 1.51212, -1.45265)
C (-4.62432, 1.67107, -1.76606)
C (-5.30481, 0.31547, -1.89377)
C (-4.57714, -0.55892, -2.91865)
C (-3.08097, -0.65179, -2.61539)
C (-2.48741, 0.74160, -2.48294)
N (-3.83558, 1.07483, 1.19473)
C (-5.06816, 1.76726, 1.57647)
C (-5.27612, 1.70088, 3.08431)
C (-5.23645, 0.25653, 3.58218)
C (-3.95174, -0.43050, 3.12472)
C (-3.80059, -0.32742, 1.61519)
H (-3.09783, 5.16888, -0.34339)
H (-2.87624, 3.91645, -1.56399)
H (-0.91127, 5.45517, -1.46184)
H (-0.46197, 3.80483, -1.06529)
H (-1.01013, 6.06228, 0.93018)
H (0.56186, 5.34805, 0.59694)
H (-0.46545, 4.41512, 2.70680)
H (-0.20748, 3.16090, 1.49761)
H (-2.85829, 4.57817, 2.05925)
H (-2.45233, 2.91477, 2.48136)
H (-4.69847, 2.21253, -2.71607)
H (-5.10698, 2.29596, -1.01299)
H (-6.35418, 0.44998, -2.16657)
H (-5.28635, -0.17309, -0.91361)
H (-4.70731, -0.12192, -3.91671)
H (-5.02638, -1.55170, -2.95649)
H (-2.55465, -1.20341, -3.39826)
H (-2.91151, -1.19422, -1.67827)
H (-2.60748, 1.28331, -3.43085)
H (-1.43244, 0.72077, -2.26982)
H (-5.93064, 1.30238, 1.07183)
H (-5.01515, 2.80121, 1.24525)
H (-6.22978, 2.17516, 3.33384)
H (-4.48925, 2.28371, 3.57625)
H (-6.09832, -0.28806, 3.17418)
H (-5.33263, 0.22220, 4.66814)
H (-3.94516, -1.48307, 3.41548)
H (-3.08377, 0.04177, 3.59631)
H (-4.62053, -0.88074, 1.13255)
H (-2.86538, -0.77292, 1.28757)

Forces on the atoms, in the same order (eV/Å):
Ir -0.05 0.44 0.83
O 0.14 0.23 0.07
C -0.47 -0.36 -0.20
S 0.22 0.04 -0.61
C 0.10 0.07 0.67
C -0.19 0.20 0.25
S 0.10 0.00 0.02
S -0.39 0.50 0.00
S 0.29 -0.47 -0.07
C 0.06 -0.02 -0.02
C -0.08 0.10 0.06
C -0.02 0.06 0.04
C -0.07 0.03 0.01
C 0.09 -0.05 -0.11
C 0.04 -0.01 0.15
C 0.14 -0.08 0.05
F -0.01 0.00 0.07
C -0.19 0.10 -0.11
C -0.11 -0.05 -0.01
C 0.33 0.22 0.08
O -0.33 0.12 -0.39
C -0.04 -0.10 -0.03
C 0.32 -0.14 -0.06
N 0.07 0.06 -0.04
C -0.04 -0.06 -0.03
C 0.31 -0.04 -0.11
O -0.37 0.05 0.18
O -0.46 -0.08 -0.13
H 0.00 -0.01 0.02
H 0.05 -0.22 0.01
H 0.00 0.03 0.03
H -0.03 -0.09 0.00
H -0.05 -0.03 0.02
H 0.03 -0.04 -0.01
H -0.01 0.02 0.02
H -0.01 0.02 0.00
H -0.03 0.03 -0.05
H 0.07 -0.03 -0.03
H 0.01 -0.08 0.04
N 1.11 -0.80 -0.42
P -0.71 0.47 -0.13
N 0.04 0.28 0.01
C 0.00 -0.03 0.20
C 0.00 0.10 0.02
C -0.03 0.05 0.01
C 0.02 0.00 -0.04
C -0.02 0.05 -0.12
N -0.09 -0.10 -0.12
C 0.09 0.05 -0.03
C 0.04 -0.09 0.04
C -0.01 0.04 -0.04
C 0.02 -0.04 0.00
C -0.35 0.15 -0.14
N 0.06 -0.05 -0.04
C 0.01 -0.07 0.01
C 0.01 0.02 0.09
C -0.06 0.00 -0.08
C 0.02 0.02 0.07
C -0.11 0.01 -0.02
H 0.03 -0.08 0.02
H -0.02 -0.07 -0.03
H -0.01 -0.02 0.07
H 0.00 -0.03 0.02
H 0.04 -0.08 -0.01
H -0.05 -0.05 -0.01
H -0.02 0.03 -0.04
H -0.01 0.04 0.00
H 0.03 -0.06 -0.05
H 0.00 -0.03 -0.04
H 0.02 0.02 -0.01
H 0.04 -0.03 0.01
H 0.01 0.00 -0.04
H -0.01 -0.01 -0.02
H 0.00 0.00 0.05
H -0.01 -0.04 0.02
H -0.03 0.04 0.02
H -0.02 0.01 0.00
H -0.02 0.00 0.06
H 0.31 -0.05 0.11
H 0.09 -0.03 0.01
H 0.05 0.04 -0.02
H 0.04 -0.05 0.00
H -0.04 -0.05 -0.02
H 0.05 0.03 0.01
H 0.03 0.01 0.02
H -0.03 0.00 0.01
H -0.02 0.00 -0.01
H 0.02 0.04 -0.01
H 0.06 0.00 -0.02

Properties
Spin multiplicity: 2
Frontier orbital gap (alpha / beta) in eV: 5.66 / 5.15
Relative energy (zero: lowest compared OMol25 entry of this formula, charge and spin) in kJ/mol: 165.51
⟨S²⟩: 0.759
HOMO level (alpha / beta) in eV: -6.61 / -6.51
Energy in Eh: -3957.1018



No. 2
The following is a quantum chemistry calculation of a molecular structure, C32H41IN5O3SSb2V in a non-equilibrium geometry, from OMol25.

Cartesian coordinates (Å):
V (-0.57912, 0.73305, 0.22204)
C (-2.18220, -1.98817, 3.61563)
C (-2.73551, -2.15071, 2.23694)
N (-3.55602, -3.14597, 2.01206)
C (-4.12654, -3.28746, 0.80174)
C (-3.92519, -2.42032, -0.23634)
C (-4.66889, -2.61959, -1.53408)
O (-5.54116, -1.53727, -1.84807)
C (-3.02421, -1.33361, -0.04344)
C (-2.92364, -0.32735, -1.05127)
N (-2.06766, 0.65511, -1.04993)
C (-2.20079, 1.66252, -2.02332)
C (-2.53874, 1.39813, -3.35356)
C (-2.68816, 2.42323, -4.27142)
C (-2.50622, 3.74381, -3.88842)
C (-2.13952, 4.03462, -2.58249)
C (-1.98636, 2.99972, -1.68009)
I (-1.36139, 3.43190, 0.32414)
C (-2.37021, -1.21250, 1.21723)
O (-1.49617, -0.29241, 1.48645)
H (-2.22403, -2.93826, 4.13998)
H (-1.15644, -1.62710, 3.58262)
H (-2.78746, -1.26655, 4.17154)
H (-4.78670, -4.14161, 0.69764)
H (-3.97621, -2.68593, -2.37574)
H (-5.22644, -3.55887, -1.48971)
H (-6.20594, -1.46422, -1.15517)
H (-3.69949, -0.33560, -1.81251)
H (-2.66182, 0.36863, -3.66625)
H (-2.96245, 2.18502, -5.29053)
H (-2.64346, 4.54662, -4.59968)
H (-1.98640, 5.05736, -2.26590)
C (0.06769, -3.14695, -0.70721)
Sb (1.06029, -1.28940, -0.26398)
C (2.58719, -1.43967, -1.77985)
C (2.39119, -1.96610, 1.33263)
C (1.73827, -2.37132, 2.61482)
C (1.22556, -3.66587, 2.71765)
C (0.68685, -4.14563, 3.89823)
C (0.64726, -3.32108, 5.01154)
C (1.12268, -2.02512, 4.91734)
C (1.67088, -1.52592, 3.73452)
C (2.16639, -0.11756, 3.70859)
Sb (0.91800, 1.23780, 2.53723)
C (-0.53541, 1.57859, 4.08827)
C (2.10655, 2.96027, 3.07590)
H (0.78735, -3.96397, -0.73699)
H (-0.41393, -3.05565, -1.68126)
H (-0.69311, -3.35348, 0.04465)
H (3.48892, -1.82943, -1.30901)
H (2.78749, -0.45995, -2.20511)
H (2.27102, -2.12971, -2.56195)
H (3.10761, -1.15487, 1.46403)
H (2.90593, -2.82166, 0.89393)
H (1.27530, -4.31195, 1.84802)
H (0.30764, -5.15770, 3.94890)
H (0.24198, -3.68239, 5.94745)
H (1.08054, -1.37580, 5.78439)
H (3.17145, -0.03243, 3.29127)
H (2.17258, 0.30594, 4.71201)
H (-0.02851, 1.65016, 5.04965)
H (-1.25290, 0.76193, 4.11049)
H (-1.06312, 2.51095, 3.88621)
H (2.11870, 3.03452, 4.16239)
H (1.67345, 3.86777, 2.65559)
H (3.12573, 2.83733, 2.71401)
O (0.46815, 1.00980, -1.99656)
N (0.71382, 1.42035, -3.19618)
C (0.74826, 0.53709, -4.21739)
C (1.01433, 0.94434, -5.50429)
C (1.24409, 2.28716, -5.76996)
C (1.20086, 3.17938, -4.70989)
C (0.93994, 2.72808, -3.43530)
H (0.56158, -0.49079, -3.94728)
H (1.03746, 0.20813, -6.29462)
H (1.45056, 2.62828, -6.77391)
H (1.38122, 4.23286, -4.86839)
H (0.90723, 3.36886, -2.56805)
N (5.40697, 1.73443, -0.77852)
C (4.38482, 2.41967, -0.24098)
N (4.66826, 3.60200, 0.32819)
S (2.81669, 1.82719, -0.29171)
H (6.35342, 2.07592, -0.76756)
H (5.21800, 0.83813, -1.18792)
H (5.59068, 4.00396, 0.31412)
H (3.91071, 4.13726, 0.71172)

Forces on the atoms, in the same order (eV/Å):
V 2.49 1.61 -0.31
C 0.01 0.03 -0.07
C -0.04 -0.15 0.07
N 0.13 0.08 0.16
C -0.06 -0.03 -0.18
C -0.06 0.06 -0.02
C 0.01 -0.02 0.07
O -0.04 0.04 -0.06
C 0.18 -0.27 0.60
C -0.06 0.58 -0.14
N -1.42 -0.77 -0.81
C -0.24 0.44 -0.50
C 0.10 -0.10 0.23
C -0.06 0.05 -0.02
C 0.01 0.00 -0.04
C -0.04 0.03 0.05
C 0.13 -0.08 0.57
I -0.44 0.18 -0.67
C -0.40 -0.12 -0.57
O -1.21 -0.92 1.28
H -0.01 -0.02 -0.01
H 0.01 0.00 0.06
H 0.06 0.06 0.00
H -0.01 0.03 -0.08
H -0.02 -0.01 0.00
H 0.07 -0.01 0.00
H 0.00 -0.03 0.02
H 0.01 -0.03 -0.04
H -0.04 0.00 0.00
H 0.02 0.01 -0.01
H 0.01 0.00 -0.01
H 0.00 0.01 -0.02
C 0.18 0.08 0.12
Sb 0.83 -1.22 -0.13
C -0.29 0.05 0.07
C -0.29 0.12 -0.24
C -0.03 -0.07 0.10
C 0.01 0.06 -0.02
C -0.03 -0.02 0.00
C -0.02 -0.02 0.03
C 0.05 0.04 -0.01
C -0.10 -0.17 0.02
C -0.12 0.14 -0.43
Sb 0.43 0.40 1.10
C 0.11 -0.12 -0.16
C -0.17 -0.21 -0.12
H -0.01 -0.02 -0.02
H -0.02 0.01 0.01
H 0.00 -0.01 0.00
H 0.00 0.00 -0.01
H -0.02 0.03 0.04
H -0.01 -0.03 0.02
H 0.04 -0.03 -0.06
H 0.07 0.04 0.00
H 0.01 -0.03 0.02
H 0.00 0.00 0.01
H -0.01 0.00 0.00
H 0.01 -0.01 0.02
H 0.01 0.00 0.01
H 0.03 0.05 -0.02
H 0.00 0.04 0.00
H -0.01 0.00 -0.03
H -0.02 0.00 0.02
H -0.03 0.03 0.01
H 0.03 0.01 -0.01
H -0.02 -0.02 -0.05
O -0.07 -0.21 0.13
N 0.03 0.33 -0.08
C 0.01 -0.18 -0.08
C 0.02 0.18 -0.06
C -0.05 -0.03 0.11
C 0.06 -0.07 -0.20
C 0.06 0.17 0.05
H -0.02 0.04 0.12
H -0.01 -0.04 0.03
H 0.01 -0.01 -0.01
H -0.03 0.02 0.07
H 0.00 -0.10 0.08
N 0.13 0.14 0.08
C 0.02 -0.02 0.02
N 0.17 0.01 -0.06
S 0.04 0.05 -0.11
H -0.01 -0.04 0.02
H -0.03 0.00 -0.01
H -0.02 0.00 0.02
H -0.02 0.00 0.00

Properties
Spin multiplicity: 4
Frontier orbital gap (alpha / beta) in eV: 6.66 / 7.37
Relative energy (zero: lowest compared OMol25 entry of this formula, charge and spin) in kJ/mol: 120.02
Total charge: +1
⟨S²⟩: 3.765
HOMO level (alpha / beta) in eV: -9.31 / -10.16
Energy in Eh: -3863.6498